1.
Below is a structure of composition C4H6O2, with properties calculated with the ωB97M-V functional and the def2-TZVPD basis.

```
12
Properties=species:S:1:pos:R:3
O -1.301 -2.009 -0.672
C -0.368 -1.115 -0.368
C -0.432 -0.114 0.758
C 0.964 0.274 0.182
O 1.777 1.109 0.491
C 0.848 -0.765 -0.853
H -1.011 -2.532 -1.433
H -0.495 3.198 0.663
H -0.424 -0.533 1.770
H -1.208 0.653 0.675
H 0.169 2.935 0.452
H 1.481 -1.100 -1.666
```

Summary:
Spin multiplicity: 1
Net charge: 0
Energy relative to the best compared isomer or geometry (same formula, charge and spin) in kJ/mol: 244.4
Lowest unoccupied orbital energy in hartree: 0.0143
HOMO in eV: -9.5483
Kohn-Sham gap in eV: 9.936

Atomic partial charges in e from the natural (NBO) method, atoms 1 to 5: -0.630, 0.422, -0.547, 0.581, -0.547


2.
Below is an isolated molecule of C4H6O2, with properties calculated with the ωB97M-V functional and the def2-TZVPD basis.

```
12
Properties=species:S:1:pos:R:3
C 1.069 0.510 -0.601
C -0.323 0.352 0.019
C -1.029 -0.788 -0.701
O -2.068 -0.698 -1.302
C -0.202 -0.045 1.483
O 0.828 -0.436 1.975
H 1.088 1.305 -1.350
H 1.795 0.709 0.190
H 1.386 -0.421 -1.087
H -0.954 1.244 -0.070
H -0.460 -1.742 -0.644
H -1.130 0.011 2.086
```

Summary:
Spin multiplicity: 1
Net charge: 0
Energy relative to the best compared isomer or geometry (same formula, charge and spin) in kJ/mol: 109.9
Structure (SMILES): CC(C=O)C=O
Lowest unoccupied orbital energy in hartree: 0.0104
HOMO in eV: -10.1762
Kohn-Sham gap in eV: 10.458

Atomic partial charges in e from the natural (NBO) method, atoms 1 to 5: -0.608, -0.446, 0.456, -0.496, 0.444


3.
Below is an isolated molecule of C4H6O2, with properties calculated with the ωB97M-V functional and the def2-TZVPD basis.

```
12
Properties=species:S:1:pos:R:3
C 1.800 0.693 0.537
C 0.382 0.545 1.012
O -0.012 0.584 2.144
C -0.566 -0.388 -0.224
O -0.618 0.889 -0.107
C -1.654 -1.005 -1.038
H 2.419 -0.031 1.072
H 1.905 0.546 -0.538
H 2.143 1.698 0.807
H -2.254 -0.260 -1.577
H -1.240 -1.748 -1.726
H -2.298 -1.554 -0.339
```

Summary:
Spin multiplicity: 1
Net charge: 0
Energy relative to the best compared isomer or geometry (same formula, charge and spin) in kJ/mol: 315.3
Lowest unoccupied orbital energy in hartree: 0.0228
HOMO in eV: -8.9569
Kohn-Sham gap in eV: 9.577

Atomic partial charges in e from the natural (NBO) method, atoms 1 to 5: -0.696, 0.703, -0.583, 0.361, -0.479


4.
Below is an isolated molecule of C4H6O2, with properties calculated with the ωB97M-V functional and the def2-TZVPD basis.

```
12
Properties=species:S:1:pos:R:3
C 1.707 0.242 -0.595
O 1.133 0.703 0.644
C 0.429 -0.338 1.098
C -0.686 -0.697 0.181
C -1.762 0.276 0.447
O -1.175 0.190 -0.835
H 1.112 0.522 -1.463
H 2.731 0.604 -0.615
H 1.762 -0.848 -0.486
H -0.961 -1.742 0.055
H -1.509 1.173 1.013
H -2.781 -0.086 0.557
```

Summary:
Spin multiplicity: 1
Net charge: 0
Energy relative to the best compared isomer or geometry (same formula, charge and spin) in kJ/mol: 537.4
Lowest unoccupied orbital energy in hartree: 0.0140
HOMO in eV: -8.4884
Kohn-Sham gap in eV: 8.870

Atomic partial charges in e from the natural (NBO) method, atoms 1 to 5: -0.279, -0.538, 0.323, -0.153, -0.063


5.
Below is a structure of composition C4H6O2 at a distorted geometry, with properties calculated with the ωB97M-V functional and the def2-TZVPD basis.

```
12
Properties=species:S:1:pos:R:3
C 2.513 -0.646 -0.195
C 1.462 -0.104 -0.014
C -1.358 -0.990 0.003
C -0.216 1.016 0.340
O -0.005 2.267 -0.090
O -1.210 0.367 -0.328
H 3.421 -1.156 -0.342
H -0.428 -1.529 -0.231
H -2.180 -1.372 -0.600
H -1.584 -1.126 1.067
H -0.215 0.948 1.426
H -0.201 2.326 -1.035
```

Summary:
Spin multiplicity: 1
Net charge: 0
Energy relative to the best compared isomer or geometry (same formula, charge and spin) in kJ/mol: 432.5
Lowest unoccupied orbital energy in hartree: 0.0302
HOMO in eV: -9.7041
Kohn-Sham gap in eV: 10.526

Atomic partial charges in e from the natural (NBO) method, atoms 1 to 5: -0.382, -0.211, -0.264, 0.553, -0.664


6.
Below is an isolated molecule of C4H6O2, with properties calculated with the ωB97M-V functional and the def2-TZVPD basis.

```
12
Properties=species:S:1:pos:R:3
O -2.290 1.704 -0.381
C -2.103 0.710 0.288
C -0.837 -0.056 0.305
C 0.168 0.246 -0.520
C 1.479 -0.490 -0.505
O 1.755 -1.093 0.739
H -2.904 0.316 0.948
H -0.749 -0.888 1.000
H 0.040 1.068 -1.224
H 2.291 0.184 -0.819
H 1.448 -1.307 -1.236
H 1.703 -0.394 1.405
```

Summary:
Spin multiplicity: 1
Net charge: 0
Energy relative to the best compared isomer or geometry (same formula, charge and spin) in kJ/mol: 147.7
Structure (SMILES): O=C/C=C/CO
Lowest unoccupied orbital energy in hartree: 0.0013
HOMO in eV: -10.0319
Kohn-Sham gap in eV: 10.066

Atomic partial charges in e from the natural (NBO) method, atoms 1 to 5: -0.524, 0.398, -0.352, -0.108, -0.113


7.
Below is an isolated molecule of C4H6O2, with properties calculated with the ωB97M-V functional and the def2-TZVPD basis.

```
12
Properties=species:S:1:pos:R:3
C 1.275 1.106 0.140
C -0.137 0.966 0.710
C -0.949 -0.272 0.461
O -0.364 -0.962 -0.513
C -1.105 -2.101 -0.876
O -1.917 -2.089 -1.740
H 1.938 0.319 0.514
H 1.285 1.056 -0.952
H 1.703 2.069 0.438
H -0.795 1.766 0.326
H -0.149 1.120 1.797
H -0.785 -2.979 -0.305
```

Summary:
Spin multiplicity: 1
Net charge: 0
Energy relative to the best compared isomer or geometry (same formula, charge and spin) in kJ/mol: 314.4
Lowest unoccupied orbital energy in hartree: 0.0237
HOMO in eV: -8.9657
Kohn-Sham gap in eV: 9.612

Atomic partial charges in e from the natural (NBO) method, atoms 1 to 5: -0.623, -0.574, 0.281, -0.545, 0.682


8.
Below is a structure of composition C4H6O2, with properties calculated with the ωB97M-V functional and the def2-TZVPD basis.

```
12
Properties=species:S:1:pos:R:3
O 2.517 -0.628 -0.090
C 1.759 0.058 0.552
C 0.442 0.561 0.009
C -0.399 -0.415 -0.821
C -1.481 -0.114 0.226
O -0.561 0.653 1.029
H 1.987 0.374 1.592
H 0.617 1.535 -0.472
H -0.013 -1.437 -0.797
H -0.607 -0.127 -1.852
H -1.885 -0.970 0.776
H -2.309 0.511 -0.132
```

Summary:
Spin multiplicity: 1
Net charge: 0
Energy relative to the best compared isomer or geometry (same formula, charge and spin) in kJ/mol: 184.0
Lowest unoccupied orbital energy in hartree: 0.0325
HOMO in eV: -9.7144
Kohn-Sham gap in eV: 10.598

Atomic partial charges in e from the natural (NBO) method, atoms 1 to 5: -0.510, 0.428, -0.005, -0.444, -0.056